Density functional theory data (ωB97M-V/def2-TZVPD) for the ion C3H9N2O with charge +1.

Computed properties:
Maximum force (eV/A): 4.65
Gap between HOMO and LUMO (Eh): 0.3723
Total charge: +1
HOMO energy (eV): -13.93
Relative energy (zero: lowest compared OMol25 entry of this formula, charge and spin) (kJ/mol): 172.5
E_LUMO (hartree): -0.13964
Total energy (Ha): -304.18467
SMILES string: CNC(=O)C[NH3+]

Element x y z (Å)
O  0.7563  0.0973  1.3804
N  1.1810  0.4642  -0.7175
N  -1.8321  -0.2460  1.3662
C  1.1520  0.0082  -2.1153
C  -1.1297  -0.2940  -0.0081
C  0.2798  0.1063  0.2203
H  0.5506  -0.7851  -2.4732
H  -1.8510  0.2835  -0.5707
H  2.0952  0.6855  -0.3081
H  2.1700  -0.3300  -2.4439
H  -1.2436  -0.6754  2.0532
H  -1.4091  -1.2700  -0.3984
H  -1.8148  0.7718  1.5672
H  0.8949  0.7731  -2.8187
H  -2.6964  -0.6829  1.2261